# 1
91
Properties=species:S:1:pos:R:3 method="wB97M-V/def2-TZVPD" orbital_gap_ha=0.1223 relative_energy_kcal_mol=34.5 homo_ev=-5.157 lumo_ha=-0.06720 e_tot_ev=-71935.887
Tl -1.2478 1.2884 3.2923
N -3.4071 -0.7012 3.6942
C -3.1520 -1.2218 4.9692
C -4.1489 -1.0963 5.9397
C -3.9649 -1.5431 7.2366
C -2.7568 -2.1244 7.5870
C -1.7687 -2.2611 6.6233
C -1.9242 -1.8400 5.2973
C -0.7771 -2.0621 4.3419
C -0.0750 -3.2741 4.4682
C 1.0587 -3.5326 3.7138
C 1.4989 -2.5784 2.8045
C 0.7793 -1.3969 2.6524
C -0.3730 -1.0939 3.3951
H -4.3834 -0.5233 3.5108
H -2.9860 -1.2386 2.9515
H -5.0903 -0.6323 5.6536
H -4.7604 -1.4374 7.9645
H -2.5792 -2.4614 8.6013
H -0.8166 -2.6874 6.9133
H -0.4265 -4.0337 5.1594
H 1.5976 -4.4650 3.8400
H 2.3908 -2.7680 2.2096
H 1.1300 -0.6714 1.9181
F 3.5131 -0.3247 -2.0916
C 2.6542 0.7345 -2.0785
C 1.6326 0.7231 -1.1714
C 0.7639 1.7967 -1.0994
C -0.2747 1.8220 -0.0388
O -0.1631 1.0644 0.9017
C -1.3330 2.7841 -0.2609
C -1.1173 3.7788 -1.1410
N 0.0287 3.9270 -1.8993
C 0.2814 5.1714 -2.5765
C 1.5038 5.9535 -2.1904
C 0.1413 6.4320 -1.7859
C 0.9194 2.8739 -1.9804
C 1.9566 2.8474 -2.9182
C 2.8501 1.7890 -2.9709
N 3.9156 1.8624 -3.9230
C 4.5759 0.6685 -4.4235
C 5.7999 0.2559 -3.6080
N 6.7224 1.4430 -3.4815
C 6.0088 2.6272 -2.8786
C 4.8355 2.9782 -3.7874
C -2.7360 2.7036 0.3825
O -3.5791 3.4398 -0.1598
O -2.8654 1.8984 1.3317
H 1.5083 -0.1021 -0.4753
H -1.8966 4.5157 -1.2973
H -0.0130 5.1970 -3.6200
H 2.0353 6.4875 -2.9680
H 2.1359 5.5357 -1.4160
H -0.2811 7.2994 -2.2726
H -0.1303 6.3206 -0.7439
H 2.0548 3.6397 -3.6499
H 4.8980 0.8654 -5.4537
H 3.8808 -0.1632 -4.4455
H 6.3421 -0.5572 -4.0874
H 5.5163 -0.0406 -2.6053
H 7.0497 1.7065 -4.4107
H 7.5374 1.1939 -2.9276
H 6.7149 3.4482 -2.7793
H 5.6483 2.3302 -1.8949
H 5.2175 3.2614 -4.7766
H 4.3212 3.8363 -3.3673
C -0.3664 -4.7293 -1.0091
C -0.4243 -3.4434 -0.2108
O -1.4817 -2.6267 -0.7367
P -2.2510 -1.6134 0.3257
O -3.2678 -2.6398 1.0704
C -4.1568 -3.5206 0.3598
C -4.1624 -4.8617 1.0611
O -3.3013 -0.9923 -0.7569
C -2.8257 -0.0091 -1.6827
C -3.0619 -0.4910 -3.0973
H 0.3996 -5.3933 -0.5989
H -0.1305 -4.5191 -2.0557
H -1.3322 -5.2395 -0.9698
H 0.5238 -2.9037 -0.2886
H -0.5925 -3.6618 0.8479
H -3.8329 -3.6244 -0.6749
H -5.1524 -3.0757 0.3564
H -3.1834 -5.3395 0.9780
H -4.9173 -5.5128 0.6146
H -4.3879 -4.7316 2.1212
H -1.7554 0.1773 -1.5224
H -3.3614 0.9204 -1.4874
H -2.5168 -1.4216 -3.2705
H -2.7274 0.2626 -3.8171
H -4.1256 -0.6785 -3.2534

# 2
86
Properties=species:S:1:pos:R:3 method="wB97M-V/def2-TZVPD" orbital_gap_ha="0.2854 / 0.2229" homo_ev="-12.730 / -13.465" total_charge=+2 lumo_ha="-0.18243 / -0.27188" spin_multiplicity=3 e_tot_ev=-65067.596
Pt -0.1030 0.7986 0.3085
I -2.3657 -0.4034 1.7093
C -2.8615 -2.0255 0.4380
C -4.2019 -2.1017 0.1692
C -4.7381 -3.2322 -0.4638
C -3.9157 -4.2816 -0.7444
C -2.5274 -4.2169 -0.4800
C -1.7349 -5.3559 -0.7430
C -0.3960 -5.3539 -0.4906
C 0.2128 -4.1663 -0.0678
C -0.5055 -3.0131 0.1829
P 0.5794 -1.5535 0.4578
C 1.1570 -1.6851 2.1762
C 0.5367 -2.5155 3.1051
C 0.9895 -2.5485 4.4177
C 2.0660 -1.7651 4.8046
C 2.6851 -0.9263 3.8859
C 2.2276 -0.8762 2.5794
C 2.0266 -1.9057 -0.5882
C 1.8693 -1.7108 -1.9621
C 2.9087 -1.9992 -2.8305
C 4.1206 -2.4627 -2.3371
C 4.2800 -2.6646 -0.9741
C 3.2376 -2.3966 -0.1000
C -1.9324 -3.0331 0.0663
H -4.8667 -1.3062 0.4793
H -5.7968 -3.2764 -0.6769
H -4.3093 -5.1972 -1.1670
H -2.2243 -6.2352 -1.1425
H 0.2039 -6.2375 -0.6580
H 1.2879 -4.1563 0.0412
H -0.2890 -3.1489 2.8060
H 0.5034 -3.1962 5.1354
H 2.4320 -1.8149 5.8218
H 3.5274 -0.3152 4.1837
H 2.6915 -0.2078 1.8635
H 0.9163 -1.3558 -2.3416
H 2.7764 -1.8800 -3.8979
H 4.9348 -2.6784 -3.0160
H 5.2150 -3.0505 -0.5902
H 3.3695 -2.5977 0.9534
C 2.3020 1.1092 -4.7163
C 2.7274 1.6156 -3.3528
N 1.6358 1.4153 -2.4080
C 0.3317 1.2770 -2.7264
N -0.5401 1.0935 -1.7350
C -1.9646 1.1313 -2.0703
C -2.2177 0.4289 -3.3932
C -1.4133 1.1478 -4.4557
N -0.0289 1.3317 -4.0195
C 0.9446 1.6998 -5.0502
H 2.2189 0.0212 -4.7001
H 3.0375 1.3881 -5.4685
H 2.9802 2.6776 -3.4093
H 3.6044 1.0781 -2.9923
H 1.8437 1.4066 -1.4252
H -2.3029 2.1720 -2.1349
H -2.5263 0.6509 -1.2707
H -3.2771 0.4534 -3.6451
H -1.9058 -0.6156 -3.3176
H -1.8606 2.1219 -4.6755
H -1.3973 0.5753 -5.3832
H 1.0055 2.7892 -5.1351
H 0.5844 1.3099 -5.9998
C -1.5536 3.9445 0.5429
C -0.2557 4.1478 1.3237
N -0.3341 3.7552 2.7296
C -0.7591 4.7712 3.7003
C -2.2553 4.7325 4.0060
C -0.0156 2.5162 3.1052
C 0.0100 2.1884 4.5742
N 0.3555 1.5906 2.2464
H -1.4005 4.2468 -0.4935
H -2.3641 4.5434 0.9558
H -1.8648 2.8967 0.5595
H 0.0166 5.2009 1.2934
H 0.5509 3.5741 0.8633
H -0.5026 5.7434 3.2845
H -0.1880 4.6584 4.6192
H -2.8443 4.9571 3.1175
H -2.4899 5.4796 4.7635
H -2.5634 3.7572 4.3834
H 0.7384 2.8073 5.0987
H 0.2790 1.1447 4.7220
H -0.9648 2.3566 5.0306
H 0.6373 0.7573 2.7451